Entry 1:
Density functional theory data (ωB97M-V with the def2-TZVPD basis set) for a single C10H14ClNOS molecule at a distorted geometry.

The geometry in XYZ format:
```
28
Properties=species:S:1:pos:R:3:forces:R:3
O -3.3012 1.3412 -1.0389 -0.2 0.3 0.5
C -2.0077 1.6649 -1.4939 0.1 -0.1 -0.9
C -1.5433 2.9839 -0.9078 -1.2 1.0 -0.7
N -1.7612 2.9948 0.5266 0.1 1.5 0.9
C -0.8289 2.1613 1.2903 0.4 0.1 0.5
C -1.5142 0.8802 1.7936 0.2 0.6 0.2
S -0.3726 -0.2947 2.5630 0.0 0.0 0.0
C 0.5084 -0.8699 1.1262 0.2 0.0 -0.1
C -0.1579 -1.5126 0.0830 -0.7 -0.1 -0.1
C 0.5342 -1.9754 -1.0308 0.4 0.5 0.9
C 1.9097 -1.8086 -1.0849 0.0 0.0 0.2
Cl 2.7837 -2.3966 -2.4609 0.1 0.0 -0.1
C 2.6035 -1.2011 -0.0473 -1.0 0.1 0.0
C 1.8983 -0.7194 1.0497 -0.3 -0.1 0.0
H -3.3906 1.8022 -0.1753 0.0 -0.3 -0.5
H -1.2869 0.8852 -1.2177 0.0 -0.1 0.0
H -2.0319 1.7003 -2.6165 0.1 0.1 1.0
H -2.1598 3.8113 -1.3449 0.4 -0.6 0.3
H -0.5251 3.1872 -1.2010 0.7 0.0 -0.1
H -1.7739 3.9816 0.8976 0.0 -1.7 -0.7
H 0.0490 1.8789 0.6796 -0.2 0.2 0.1
H -0.4428 2.7480 2.1601 -0.3 -0.6 -0.6
H -2.0693 0.3967 1.0067 -0.1 -0.2 -0.4
H -2.2517 1.1538 2.5466 0.0 -0.1 0.2
H -1.2555 -1.6596 0.1259 0.8 0.1 0.0
H 0.0260 -2.4709 -1.8146 -0.4 -0.4 -0.7
H 3.6518 -1.0546 -0.1193 0.8 0.0 0.0
H 2.4254 -0.2177 1.8559 -0.1 -0.1 -0.1
```
Positions in Å, forces in eV/Å.

Calculated values
SMILES string: OCCNCCSc1ccc(Cl)cc1
Orbital gap (eV): 9.285

=====

Entry 2:
Density functional theory data (ωB97M-V with the def2-TZVPD basis set) for a molecular structure, C35H39F6N6OPPtSTe.

The geometry in XYZ format:
```
91
Properties=species:S:1:pos:R:3:forces:R:3
Pt -3.1530 -1.2297 -0.4303 0.1 -0.5 -0.1
N -6.0258 1.0350 -2.1114 0.1 0.1 -0.1
C -5.0218 1.8077 -2.6910 -0.1 0.0 0.0
C -5.0828 2.9173 -3.5254 0.0 0.0 0.0
C -3.8762 3.4479 -3.9292 0.0 0.0 0.0
C -2.6534 2.8902 -3.5155 0.0 0.0 0.0
C -2.5963 1.7919 -2.6860 0.1 -0.1 0.0
C -3.8122 1.2505 -2.2716 0.1 0.1 0.0
N -4.1110 0.1722 -1.4481 -0.2 -0.2 -0.1
C -5.4319 0.0762 -1.3896 0.0 0.2 -0.1
C -6.0035 -1.0221 -0.6472 -0.2 0.0 -0.1
C -7.2734 -1.4179 -0.3967 -0.1 -0.1 0.0
S -7.2546 -2.9051 0.4458 0.0 0.0 0.0
C -5.5591 -2.9198 0.4310 0.0 0.0 0.0
N -5.0409 -1.8714 -0.1526 0.2 -0.1 0.2
H -7.0168 1.1460 -2.2504 0.0 0.0 0.0
H -6.0250 3.3389 -3.8482 0.0 0.0 0.0
H -3.8687 4.3076 -4.5845 0.0 0.0 0.0
H -1.7321 3.3324 -3.8698 0.0 0.0 0.0
H -1.6593 1.3459 -2.3798 0.0 0.0 0.0
H -8.1991 -0.9417 -0.6767 0.0 0.0 0.0
H -4.9681 -3.7003 0.8842 0.0 0.0 0.0
N -1.4345 4.0641 1.6303 -0.1 0.0 0.0
C -1.7077 3.3183 2.8580 0.1 0.0 0.0
C -2.4247 2.0202 2.5058 0.0 -0.1 0.0
N -1.7231 1.3820 1.3534 0.0 -0.1 0.0
H -0.7261 4.7718 1.7743 0.0 0.0 0.0
H -2.2655 4.5446 1.3038 0.0 0.0 0.0
H -1.3118 2.1400 0.7895 0.0 0.1 0.0
H -2.3059 3.8625 3.5918 0.0 0.0 0.0
H -0.7568 3.0782 3.3343 0.1 0.0 0.0
H -3.4526 2.2103 2.1993 0.0 0.0 0.0
H -2.4359 1.3207 3.3363 -0.1 0.0 0.0
H -0.9674 0.7351 1.6141 0.1 0.1 0.0
H -2.3327 0.8052 0.7597 0.1 0.2 0.1
F -2.3082 -2.7289 0.7422 -0.2 0.2 0.1
P -2.1486 -2.6579 2.5671 0.0 0.2 -0.1
F -0.6067 -2.3418 2.2774 0.0 0.0 0.2
F -3.7232 -2.9047 2.6082 -0.1 0.0 0.0
F -2.0054 -2.5492 4.1186 0.1 0.0 0.1
F -1.8708 -4.2008 2.4786 0.0 -0.1 0.0
F -2.4543 -1.0571 2.4102 0.1 -0.1 0.0
C 4.6776 4.9755 0.2203 0.0 0.0 0.0
C 4.0702 3.6222 0.4588 0.0 0.1 0.0
C 3.7273 3.2011 1.7323 0.0 0.0 0.0
C 3.1819 1.9426 1.9745 0.1 -0.2 0.0
C 2.8437 1.6037 3.4071 0.0 0.0 -0.1
C 2.9868 1.0904 0.8822 0.0 0.0 0.0
Te 2.2674 -0.8520 1.2469 0.1 0.1 0.3
N 0.5039 -0.4655 0.4632 -0.1 0.6 -0.1
C -0.2395 -1.0625 -0.3917 0.1 -0.5 -0.3
O -1.3373 -0.4418 -0.7952 0.2 0.2 0.4
C 0.0456 -2.3733 -1.0204 -0.1 -0.3 0.1
C 0.6128 -3.4250 -0.2930 -0.1 0.1 0.1
C 0.8297 -4.6476 -0.9105 0.0 0.1 0.1
C 0.4979 -4.8216 -2.2475 0.0 0.0 0.0
C -0.0775 -3.7822 -2.9673 0.0 0.0 0.0
C -0.3222 -2.5656 -2.3525 0.2 0.0 0.1
C 3.7368 -1.9046 0.1350 -0.2 0.0 0.1
C 3.5547 -2.4387 -1.1276 -0.1 0.0 -0.3
C 4.5757 -3.1715 -1.7110 0.0 0.0 0.0
C 5.7651 -3.3583 -1.0203 -0.1 0.1 0.1
C 5.9279 -2.8142 0.2458 0.0 0.0 0.0
C 4.9174 -2.0797 0.8636 0.1 -0.1 0.0
C 5.1408 -1.5345 2.2538 0.0 0.0 -0.1
C 3.2847 1.5002 -0.4316 -0.1 0.0 0.0
C 3.0092 0.6613 -1.6511 0.0 0.0 0.0
C 3.8268 2.7618 -0.6089 0.0 0.0 0.0
H 4.7800 5.5365 1.1472 0.0 0.0 0.0
H 4.0658 5.5589 -0.4692 0.0 0.0 0.0
H 5.6663 4.8766 -0.2295 0.0 0.0 0.0
H 3.8947 3.8657 2.5734 0.0 0.0 0.0
H 3.6967 1.7988 4.0567 0.0 0.0 0.0
H 2.5507 0.5674 3.5623 0.0 0.0 0.0
H 2.0270 2.2402 3.7521 0.0 0.0 0.0
H 0.8108 -3.3215 0.7779 0.0 0.0 -0.4
H 1.2442 -5.4700 -0.3431 0.0 0.0 0.0
H 0.6748 -5.7751 -2.7274 0.0 0.0 0.0
H -0.3414 -3.9240 -4.0069 0.0 0.0 0.0
H -0.7738 -1.7533 -2.9063 0.0 0.0 0.0
H 2.6340 -2.2647 -1.6741 0.1 -0.1 0.1
H 4.4385 -3.5851 -2.7013 0.0 0.0 0.0
H 6.5707 -3.9250 -1.4674 0.0 0.0 0.0
H 6.8585 -2.9627 0.7793 0.0 0.0 0.0
H 6.1642 -1.7299 2.5660 0.0 0.0 0.0
H 4.4868 -2.0105 2.9886 0.0 0.0 0.0
H 4.9967 -0.4499 2.3037 0.0 0.0 0.0
H 2.1343 0.0193 -1.5257 0.1 0.1 0.0
H 3.8614 0.0292 -1.8970 0.0 0.0 0.0
H 2.8176 1.3054 -2.5080 0.0 0.0 0.0
H 4.0609 3.0896 -1.6161 0.0 0.0 0.0
```
Positions in Å, forces in eV/Å.

Calculated values
Charge: +2
Orbital gap (eV): 8.115

=====

Entry 3:
Density functional theory data (ωB97M-V with the def2-TZVPD basis set) for 15 unconnected molecules or ions with the total composition C60H105N15 at a distorted geometry.

The geometry in XYZ format:
```
180
Properties=species:S:1:pos:R:3:forces:R:3
C -2.5878 0.1525 4.9837 -0.1 0.6 0.6
C -3.8525 0.5242 5.7552 1.0 -0.8 -0.6
C -3.5677 1.2625 7.0839 -0.9 -0.2 -0.8
C -2.7866 0.5424 8.0944 -1.5 1.0 -1.9
N -2.1849 -0.0270 8.8642 1.3 -1.1 1.5
H -2.7870 -0.2990 4.0118 0.0 0.0 0.1
H -2.0039 -0.5234 5.6084 0.3 -0.1 -0.2
H -2.0497 1.0915 4.8540 0.5 -0.1 -0.3
H -4.3894 -0.4070 5.9357 -0.3 0.1 0.3
H -4.4597 1.1462 5.0975 -0.2 0.2 0.3
H -4.6047 1.4031 7.3888 0.3 0.5 1.0
H -3.0863 2.2257 6.9149 -0.1 0.0 -0.1
C 2.8854 -0.3277 -5.8371 0.6 -0.8 0.8
C 2.6834 -0.1387 -4.3043 -0.8 0.1 -0.7
C 3.6382 -0.9688 -3.3920 0.3 0.4 -1.2
C 3.6679 -2.4176 -3.6736 -0.4 -3.3 -0.7
N 3.6821 -3.5740 -3.9167 -0.1 3.8 0.8
H 2.2663 0.2487 -6.5245 -0.3 0.1 0.6
H 2.7249 -1.3847 -6.0495 0.0 0.0 -0.3
H 3.9145 -0.1009 -6.1157 0.1 0.0 0.1
H 1.6484 -0.3877 -4.0699 -0.1 -0.3 0.1
H 2.7243 0.9289 -4.0884 0.5 0.0 0.4
H 3.4767 -0.8011 -2.3272 -0.1 0.0 -0.1
H 4.6409 -0.6131 -3.6290 0.2 0.0 0.2
C 4.6196 -3.1685 0.7769 0.2 -0.6 -0.4
C 4.2621 -3.4004 2.2323 -0.3 1.3 0.2
C 2.7579 -3.6999 2.5226 0.4 -0.1 0.1
C 2.2390 -4.9124 1.8881 -0.6 -2.3 -0.6
N 1.8280 -5.9002 1.4160 0.8 2.1 0.9
H 5.6395 -2.8086 0.6419 0.1 -0.1 0.3
H 4.0058 -2.4138 0.2853 -0.4 -0.1 0.1
H 4.5691 -4.1114 0.2324 -0.2 0.1 -0.3
H 4.5091 -2.4644 2.7332 -0.4 0.1 0.3
H 4.9392 -4.1015 2.7203 -0.3 -0.5 -0.2
H 2.0289 -2.9381 2.2461 0.4 0.6 -0.4
H 2.5939 -3.7487 3.5990 0.2 -0.4 0.1
C 0.2758 4.0221 0.6736 1.1 0.4 0.0
C 1.6786 4.1719 1.2892 -0.8 -0.2 0.3
C 2.1403 2.9401 2.1097 0.0 0.6 1.1
C 1.2705 2.5144 3.2657 -0.9 -0.5 0.8
N 0.6310 2.1651 4.1846 1.4 0.7 -2.2
H 0.3205 3.4513 -0.2539 -0.3 -0.4 0.1
H -0.0970 5.0031 0.3790 -0.1 0.0 0.1
H -0.3832 3.6261 1.4463 -0.2 -0.1 -0.3
H 1.6408 5.0401 1.9472 0.2 -0.1 0.2
H 2.4346 4.3735 0.5304 0.0 -0.1 0.0
H 3.0668 3.2257 2.6079 0.2 -0.1 0.0
H 2.4123 2.0893 1.4849 -0.2 -0.2 0.0
C -2.9752 4.6621 1.0187 -0.6 -0.8 0.2
C -3.6806 4.4764 2.3694 0.9 1.3 0.4
C -2.6811 3.9494 3.4295 -0.1 0.3 -0.4
C -1.5609 4.8921 3.7438 1.1 1.3 0.1
N -0.7088 5.6684 3.9614 -2.0 -2.0 -0.6
H -2.5531 3.6973 0.7377 -0.3 -0.3 -0.4
H -2.1000 5.3111 0.9903 -0.5 0.5 0.4
H -3.7486 4.9587 0.3102 0.4 0.1 -0.3
H -4.5719 3.8542 2.2883 0.4 -0.4 0.0
H -4.0602 5.4448 2.6951 0.0 0.1 0.1
H -2.2736 3.0529 2.9623 0.4 -0.3 0.4
H -3.1850 3.6705 4.3549 0.1 0.0 0.0
C -0.2231 -6.8323 -1.6501 -1.6 -0.1 0.3
C 0.9465 -6.5207 -2.4913 0.7 0.8 0.0
C 1.9686 -5.6427 -1.7590 0.6 0.7 0.0
C 1.5086 -4.2743 -1.3141 0.3 -1.6 -1.1
N 1.1526 -3.2206 -1.0339 -0.2 0.6 0.4
H -0.0018 -7.4343 -0.7687 0.0 -0.2 -0.2
H -0.9957 -7.2669 -2.2844 0.0 -0.6 0.3
H -0.7159 -5.9316 -1.2842 0.2 0.4 0.1
H 0.6326 -5.9966 -3.3940 0.0 0.1 -0.1
H 1.4390 -7.4276 -2.8421 0.2 0.0 0.2
H 2.8010 -5.5365 -2.4547 0.1 0.6 0.1
H 2.3977 -6.0831 -0.8590 -0.3 -0.3 0.0
C -0.7314 0.4267 1.4644 1.0 -2.0 0.3
C 0.5939 -0.2021 0.9227 -1.1 2.3 1.1
C 1.1581 0.2809 -0.4228 -2.8 -0.4 -1.2
C 0.0839 0.8101 -1.3444 0.8 -0.8 0.4
N -0.7910 1.1891 -2.0397 1.2 -0.5 1.0
H -0.8834 0.0536 2.4772 0.4 0.1 0.3
H -1.6444 0.0629 0.9931 0.1 0.6 -0.8
H -0.6315 1.5066 1.5743 -0.2 0.5 -0.4
H 0.3885 -1.2558 0.7337 -0.3 -1.2 -0.6
H 1.3531 -0.2100 1.7048 0.2 0.1 -0.1
H 1.8274 -0.4524 -0.8727 -0.1 0.1 -0.5
H 1.7612 1.1609 -0.1995 0.6 0.9 0.3
C 4.9971 0.4943 1.3238 0.4 0.0 -0.6
C 5.7188 1.1260 0.1286 -0.7 0.0 0.1
C 7.1928 1.4842 0.3789 -0.4 0.4 -0.7
C 7.4775 2.5374 1.3767 -0.2 -1.0 -0.4
N 7.7395 3.3328 2.1577 -0.1 0.3 0.2
H 4.8992 1.1279 2.2053 0.3 -0.1 0.0
H 5.5717 -0.4080 1.5332 -0.2 0.0 0.6
H 3.9926 0.1672 1.0553 -0.1 0.0 -0.1
H 5.1491 1.9337 -0.3307 0.1 0.5 0.4
H 5.6921 0.3976 -0.6818 0.4 -0.3 0.0
H 7.5468 1.8564 -0.5825 0.3 0.1 0.0
H 7.7485 0.5652 0.5650 0.1 0.2 0.4
C 2.4807 -0.3062 7.6220 0.3 -1.2 0.4
C 1.1816 -0.3895 6.8177 1.2 1.1 0.1
C 1.3129 -1.0728 5.4481 0.1 0.5 0.1
C 2.4519 -0.6885 4.6427 3.5 1.9 -2.2
N 3.3451 -0.3371 3.9495 -2.9 -1.3 2.0
H 2.3219 0.0077 8.6537 -0.2 0.2 -0.1
H 3.2636 0.3097 7.1795 -0.3 0.3 -0.2
H 2.9378 -1.2918 7.7097 0.0 -0.3 0.0
H 0.9762 0.6634 6.6246 -0.7 0.0 -0.2
H 0.3493 -0.8165 7.3774 0.1 -0.1 -0.1
H 0.4974 -0.6372 4.8708 -0.6 -1.0 -0.2
H 1.4172 -2.1571 5.4851 -0.9 -0.1 0.1
C -0.3156 -2.7516 -4.9208 0.6 0.6 0.4
C -0.8337 -1.8847 -3.7597 -0.4 1.1 -1.3
C -2.0546 -2.3953 -3.0632 0.3 -1.3 1.6
C -3.2418 -2.7516 -3.7928 -0.5 0.0 -1.3
N -4.1753 -3.0335 -4.4037 0.2 0.1 0.3
H 0.2282 -3.6188 -4.5462 -0.4 -0.3 0.0
H 0.4512 -2.2013 -5.4661 0.0 0.2 -0.1
H -1.0769 -3.0152 -5.6550 -0.1 -0.1 0.3
H -1.1711 -0.9053 -4.0987 0.5 0.3 -0.6
H -0.0805 -1.6777 -2.9994 0.2 -0.3 0.0
H -2.3811 -1.7159 -2.2758 0.2 0.1 0.2
H -1.7053 -3.3194 -2.6027 -0.3 -0.3 0.6
C 0.9494 6.1177 -3.4065 -1.0 0.7 -1.0
C 2.3143 5.6923 -3.9317 -2.2 0.9 -1.4
C 3.1291 5.2068 -2.8368 2.0 -0.4 0.7
C 2.8114 3.8611 -2.4184 -0.2 -1.2 0.6
N 2.5942 2.7854 -2.0578 0.0 0.5 -0.1
H 0.3761 5.3844 -2.8393 0.3 -0.4 0.0
H 0.3210 6.3696 -4.2607 -0.2 0.0 0.0
H 0.9424 7.0300 -2.8100 0.5 0.0 0.2
H 2.7991 6.5158 -4.4561 0.0 0.3 0.4
H 2.2046 4.9638 -4.7350 -0.1 -0.3 0.2
H 3.0406 5.8591 -1.9681 0.3 0.1 0.1
H 4.1491 5.2034 -3.2211 0.4 -0.2 0.6
C -5.2091 -1.9048 -0.5201 -0.2 -0.4 0.4
C -4.3841 -2.2186 0.7435 0.8 0.0 -0.3
C -4.8193 -1.5529 2.0555 -0.3 0.5 -0.3
C -4.9157 -0.0857 1.8703 -0.3 0.5 0.2
N -4.9529 1.0613 1.7242 0.2 -1.0 0.1
H -6.2572 -2.0779 -0.2760 -0.2 0.3 -0.2
H -4.9884 -2.5651 -1.3588 0.2 -0.3 0.2
H -5.0764 -0.9102 -0.9460 0.0 0.2 0.5
H -3.3371 -1.9508 0.6017 0.2 0.2 -0.2
H -4.3426 -3.2937 0.9180 -0.3 -0.1 0.0
H -4.1250 -1.7074 2.8814 0.3 -0.2 -0.2
H -5.7565 -1.9932 2.3961 -0.3 0.4 -0.1
C -6.0377 1.3284 -4.3214 0.5 0.3 0.5
C -4.7718 1.0670 -3.4595 -1.3 0.3 -0.9
C -4.6210 1.9138 -2.2178 0.5 1.0 0.7
C -4.5785 3.4015 -2.3872 0.2 3.7 -1.0
N -4.5258 4.5799 -2.5614 -0.2 -4.8 0.8
H -6.9541 1.1136 -3.7717 0.0 -0.3 -0.1
H -5.9773 0.7717 -5.2565 -0.2 -0.2 0.2
H -6.0988 2.3823 -4.5928 0.1 0.1 0.0
H -3.9185 1.2278 -4.1184 0.2 -0.2 0.2
H -4.7897 0.0447 -3.0818 0.2 -0.2 -0.4
H -3.6644 1.6072 -1.7948 0.2 0.3 0.3
H -5.3387 1.7098 -1.4232 -0.3 -0.1 -0.2
C 0.9896 2.9176 -6.3931 -0.1 0.0 0.1
C 0.0933 2.7882 -5.1542 1.6 -0.3 0.1
C -1.3202 3.2485 -5.3271 -0.4 -0.2 -0.2
C -1.4103 4.5672 -5.9246 -0.4 2.4 -1.0
N -1.4944 5.6450 -6.3608 0.3 -2.0 0.8
H 1.9813 2.4898 -6.2461 0.0 0.0 0.4
H 1.1466 3.9721 -6.6199 -0.2 0.0 -0.3
H 0.5983 2.3886 -7.2621 -0.3 0.2 -0.1
H 0.5943 3.3478 -4.3643 -0.1 0.0 0.3
H 0.0584 1.7448 -4.8411 0.0 -0.1 0.1
H -1.8462 3.2908 -4.3734 -0.1 -0.1 0.0
H -1.7961 2.5074 -5.9692 -0.4 0.2 -0.1
C -1.7504 -6.7328 2.9016 -0.7 0.2 -0.8
C -2.4987 -5.8521 1.8605 0.5 0.4 0.4
C -1.6387 -4.7278 1.2899 0.8 0.4 0.7
C -1.3305 -3.6655 2.2844 0.4 1.2 0.8
N -1.0926 -2.7877 3.0179 -0.4 -1.5 -1.4
H -1.3529 -6.2040 3.7679 0.0 0.3 -0.2
H -0.9414 -7.2237 2.3606 0.1 -0.1 0.3
H -2.4410 -7.4875 3.2780 0.1 -0.1 0.0
H -3.3759 -5.3386 2.2541 -0.3 -0.6 0.1
H -2.7507 -6.4388 0.9771 -0.4 -0.3 0.3
H -2.1073 -4.2256 0.4435 0.0 -0.1 -0.1
H -0.6814 -5.1410 0.9722 0.1 0.1 -0.2
```
Positions in Å, forces in eV/Å.

Calculated values
⟨S²⟩: 0.761
Charge: +1
Orbital gap (spin up / spin down) (eV): 10.848 / 2.735
Multiplicity: 2

=====

Energy above the lowest of the compared OMol25 structures with the same formula, charge and spin / kcal/mol: 0.0, 35.4, 7.6